No. 1
Entry from OMol25: a 12-piece molecular cluster, C26H80BNO13P overall at a distorted geometry (ωB97M-V/def2-TZVPD).

Calculated values
* E_tot: -66325.6090 eV
* net charge: +1
* strongest force on any atom: 1.49 eV Å⁻¹
* E_HOMO: -11.09 eV
* HOMO-LUMO gap: 0.3069 hartree

Structure (XYZ):
```
122
Properties=species:S:1:pos:R:3:mulliken_charge:R:1
H -5.258 -4.987 0.305 0.358
C -0.007 10.859 2.857 -0.970
H -6.639 -1.013 4.764 0.294
O -1.217 11.999 1.095 -0.507
H 4.386 -2.865 0.599 0.279
H 1.124 -1.484 -1.523 0.266
H 4.580 -7.346 -5.980 0.253
H -2.826 5.669 2.125 0.361
C 0.587 -11.096 -3.631 -0.319
O -1.150 7.676 1.153 -0.288
H -0.721 -7.873 -2.680 0.227
H -2.165 -5.904 -4.531 0.316
C 5.211 -7.835 3.498 -0.145
H -2.488 11.075 -3.659 0.299
H -0.278 1.762 1.277 0.327
C -0.145 -2.971 -1.622 0.224
H 2.289 -9.971 -4.324 0.212
H 0.309 10.907 3.900 0.393
H 1.972 -11.429 -5.255 0.323
H 6.805 -8.483 4.803 0.330
H -2.117 -5.798 -2.764 0.004
H 0.127 11.350 -2.086 0.298
H 4.335 -3.148 2.350 0.337
C -1.086 1.653 1.993 -0.573
H -0.934 16.825 3.028 0.273
H 0.004 11.340 -3.854 0.338
C 1.114 17.072 2.391 -1.065
H -4.043 -2.508 4.125 0.205
H 2.847 -4.761 1.124 0.180
O 0.144 15.124 3.489 -0.496
C -0.459 10.984 -2.933 -0.933
C -2.216 0.871 1.379 -0.176
B -1.753 6.678 0.482 0.224
C 0.838 -4.016 -1.132 -1.095
C -1.571 -6.143 -3.643 0.008
H -2.248 -8.195 -3.520 0.349
O 3.935 -8.612 -4.481 -0.486
H -0.599 9.950 2.714 0.170
H -1.946 12.547 -2.843 0.267
H -4.614 -2.121 5.759 0.366
O -2.518 10.976 -1.635 -0.495
C -5.746 -1.194 4.159 -0.273
H -0.008 4.023 0.852 0.167
O -0.349 -5.402 -3.684 -0.441
H 5.199 -8.530 5.547 0.327
H 0.262 -12.139 -3.549 0.292
H 0.545 -5.011 -1.456 0.262
H -1.156 -0.945 1.723 0.379
H 4.441 -8.142 -3.809 0.255
O -0.372 -10.366 -4.397 -0.466
C -1.898 11.454 -2.826 -0.197
C 1.972 -11.009 -4.245 -0.912
H -0.726 1.071 2.827 0.269
H 6.493 -8.801 -6.682 0.330
H -6.672 -2.283 2.836 0.313
O 4.302 -5.447 -0.118 -0.489
C 4.586 -8.413 -5.734 -0.168
H 5.022 -8.823 3.066 0.257
C 5.844 -7.968 4.870 -1.117
H 0.436 15.485 4.332 0.274
H 6.014 -10.005 -5.471 0.283
H 5.712 -3.711 1.388 0.312
H 1.922 16.468 1.976 0.288
N -1.571 2.959 2.543 -0.251
C 3.927 -4.900 1.142 0.475
H -0.749 -7.979 -4.428 0.327
H -2.888 4.752 0.584 0.340
H 0.879 10.776 2.226 0.264
H -2.660 1.432 0.559 0.269
H -2.750 6.319 -1.098 0.307
H -1.749 11.199 1.009 0.246
H 0.137 -5.688 -4.465 0.258
H 1.842 -3.810 -1.511 0.360
H -3.605 -5.172 -0.299 0.213
H -4.474 -3.137 1.457 0.217
H -0.233 12.986 2.588 0.062
H -1.109 -0.402 0.076 0.330
C -2.280 5.366 1.237 -0.546
H -3.751 -2.931 -1.396 0.115
H -5.160 -0.276 4.132 0.238
H -5.390 -2.729 -0.786 0.391
H 0.905 17.896 1.709 0.324
H 4.261 -7.307 3.565 0.259
H -0.415 9.893 -2.918 0.178
H -2.580 3.012 2.441 0.339
C -4.655 -3.471 -1.107 -0.957
C -1.313 -7.636 -3.564 -1.011
C -0.819 12.080 2.469 -0.010
H -0.464 15.791 1.672 0.268
H -0.202 -2.976 -2.711 0.251
H -5.048 -3.989 -1.983 0.371
H 1.470 17.488 3.336 0.318
C -4.352 -4.445 0.016 -0.217
H -2.010 11.317 -0.891 0.308
H -5.510 -3.257 4.740 0.305
O -1.927 6.779 -0.861 -0.415
P -0.953 4.323 1.837 0.265
H -1.142 -3.162 -1.225 -0.117
H 6.877 -7.548 2.528 0.284
H 5.255 -5.584 -0.096 0.291
C -0.122 16.220 2.612 -0.156
H -1.712 12.166 3.095 0.266
H -0.395 -10.750 -5.281 0.267
C 4.628 -3.577 1.390 -1.058
H 2.702 -11.553 -3.644 0.323
H -0.452 8.059 0.592 0.289
C -1.756 -0.502 0.937 -1.323
H -2.594 -1.134 0.700 0.257
O 0.246 -1.663 -1.170 -0.489
C 6.008 -8.942 -5.715 -1.070
H -2.985 0.754 2.140 0.290
H -0.320 5.058 2.839 0.149
H 0.893 -4.000 -0.042 0.267
O -6.140 -1.479 2.816 -0.517
H 4.170 -5.617 1.928 -0.296
H 6.031 -6.984 5.299 0.297
H 3.993 -8.939 -6.481 0.288
O -3.818 -3.778 1.159 -0.479
O 6.037 -7.084 2.608 -0.506
H 0.586 -10.660 -2.633 0.286
H 6.600 -8.429 -4.954 0.320
C -4.929 -2.333 4.736 -0.929
```

***

No. 2
Entry from OMol25: a 14-piece molecular cluster, C26H82N2O14 overall at a distorted geometry (ωB97M-V/def2-TZVPD).

Calculated values
* E_tot: -59933.9846 eV
* energy above the lowest of the compared OMol25 structures with the same formula, charge and spin: 77.4 kJ/mol
* net charge: 0
* strongest force on any atom: 1.64 eV Å⁻¹
* E_HOMO: -9.37 eV
* HOMO-LUMO gap: 0.3543 hartree

Structure (XYZ):
```
124
Properties=species:S:1:pos:R:3:mulliken_charge:R:1
H -3.268 0.543 9.974 0.395
O -5.001 -0.628 11.368 -0.391
H -13.004 2.330 11.213 0.259
H -7.871 -6.837 13.341 0.319
C -9.716 -0.434 10.850 2.202
O -14.003 0.510 13.415 -0.694
H -3.081 7.859 12.084 0.247
H -6.007 -5.539 12.829 0.312
H -6.922 -3.359 13.644 -0.004
C -7.822 0.387 7.898 -0.592
H -12.153 -1.469 17.072 0.281
C -14.138 2.389 7.821 -0.388
H -4.852 0.980 6.423 -0.198
H -13.461 0.109 14.124 0.382
H -9.548 -1.245 8.821 0.368
H -9.046 -2.448 11.128 0.511
H -13.017 -2.772 14.438 0.296
H -4.025 6.611 12.984 0.305
H -3.336 1.727 5.778 0.440
O -10.277 2.216 4.706 -0.539
H -4.859 1.973 4.997 0.327
H -12.851 -3.086 16.997 0.372
H -11.310 -1.727 10.840 0.325
C -7.043 -5.268 12.586 -0.454
C -5.103 5.573 10.976 -0.567
H -4.015 -0.909 5.274 0.083
H -8.228 -0.412 4.568 0.216
C -6.426 -3.017 5.413 -0.250
C -13.631 0.977 7.811 0.209
H -6.582 -0.200 13.587 -0.012
C -4.007 7.299 12.128 -0.700
H -12.408 2.299 3.431 0.405
C -5.321 -0.101 10.082 0.810
H -11.500 2.413 11.478 0.183
C -12.279 -2.284 15.097 -0.151
H -9.448 0.526 11.286 -1.177
H -13.159 0.744 4.003 0.356
H -6.103 6.031 10.972 0.412
H -10.369 0.322 8.933 0.189
H -13.353 0.831 12.757 0.351
O -7.167 2.999 13.465 -0.578
C -8.745 -1.456 11.463 -1.033
H -6.947 -4.777 11.615 0.237
C -6.259 -0.623 14.544 -0.419
H -15.061 2.497 8.401 0.372
H -6.162 3.131 8.744 0.147
C -4.126 -0.014 4.659 -0.217
O -11.876 -1.020 14.569 -0.488
H -11.508 -1.138 13.660 0.250
C -11.170 1.097 4.617 0.357
H -6.973 0.457 4.543 0.244
H -8.570 -3.899 13.329 0.167
O -7.885 -6.401 12.483 -0.534
C -5.723 0.494 15.414 -0.513
H -4.725 5.283 8.921 0.229
H -9.654 2.390 14.532 0.437
H -4.246 1.304 8.772 0.189
H -11.435 -2.994 15.113 0.270
H -5.987 -0.727 9.484 0.096
H -7.706 -1.218 11.222 -0.139
H -7.173 -1.042 14.965 0.254
O -7.723 -2.449 5.274 -0.494
C -5.836 -2.710 6.773 -0.711
H -5.451 -1.322 14.337 0.418
H -13.093 0.725 8.732 -0.325
H -10.056 1.265 13.293 -0.078
C -4.889 4.648 9.794 0.339
H -3.758 -0.379 8.540 0.303
C -8.375 2.552 12.815 0.536
O -4.121 6.593 10.921 -0.338
H -8.927 3.476 12.603 0.280
H -10.858 0.419 3.813 0.225
O -5.231 0.029 16.685 -0.557
H -13.008 2.181 5.073 0.092
H -8.614 0.952 14.283 -0.101
H -13.836 -1.706 16.529 0.297
H -11.154 0.591 5.592 -0.031
H -5.120 -0.115 2.982 0.223
H -5.899 0.801 10.306 -0.488
H -3.930 3.096 10.688 0.173
H -8.178 2.020 11.883 -0.299
H -5.793 -2.605 4.617 0.166
H -6.491 1.259 15.595 0.290
H -14.371 2.698 6.793 0.363
H -9.374 1.858 4.772 0.304
H -7.020 4.461 9.429 0.546
C -9.200 1.727 13.795 -0.377
H -8.361 1.028 7.186 0.301
H -8.810 -1.319 12.544 0.155
H -5.028 4.981 11.903 0.200
H -7.714 -0.591 7.410 0.266
H -4.785 -2.995 6.809 0.420
H -6.415 -3.233 7.539 0.412
H -5.731 0.438 17.392 0.327
H -13.485 4.160 8.308 0.261
O -7.946 0.511 4.608 -0.519
H -5.883 -1.651 7.043 -0.188
C -12.555 1.611 4.264 -1.158
H -4.949 1.065 14.884 0.227
H -2.906 4.254 10.243 0.299
C -4.270 1.224 5.535 -0.667
C -4.093 0.352 9.283 -1.245
O -8.360 0.457 9.179 -0.140
H -6.409 -4.104 5.276 0.384
H -6.406 2.757 12.931 0.249
H -12.911 0.768 7.020 -0.309
C -6.146 3.825 9.591 -0.757
C -7.568 -4.244 13.572 -0.507
C -9.558 -0.289 9.364 -1.046
H -6.794 0.767 7.912 -0.018
H -3.297 0.026 3.954 0.474
N -3.746 3.767 9.944 -0.575
H -4.882 7.946 12.291 0.284
O -12.231 1.788 11.415 -0.535
H -14.427 0.236 7.733 0.409
H -11.746 -0.162 10.963 0.100
N -11.051 -0.841 11.269 -0.298
H -4.621 -1.506 11.249 0.294
O -5.361 -0.222 3.906 -0.455
H -6.361 3.171 10.449 -0.246
C -12.826 -2.111 16.502 -1.183
H -7.557 -4.588 14.614 0.481
O -13.124 3.268 8.330 -0.499
H -8.193 -2.857 4.542 0.277
```

***

No. 3
Entry from OMol25: C26H8BaF15GeN4OS4 as an isolated structure at a distorted geometry (ωB97M-V/def2-TZVPD).

Calculated values
* E_tot: -176414.9241 eV
* energy above the lowest of the compared OMol25 structures with the same formula, charge and spin: 0.0 kJ/mol
* net charge: -1
* strongest force on any atom: 1.88 eV Å⁻¹
* E_HOMO: -5.25 eV
* HOMO-LUMO gap: 0.2614 hartree

Structure (XYZ):
```
60
Properties=species:S:1:pos:R:3:nbo_charge:R:1
C -4.667 3.174 2.259 -0.160
F 5.848 -1.328 -1.841 -0.290
S -0.580 0.204 1.079 -0.887
N 1.273 3.547 2.817 -0.446
C -2.129 -0.451 -3.907 0.242
C -1.662 -3.902 0.305 0.406
Ge -0.098 -1.397 -0.219 1.345
C 2.704 -2.530 -0.524 0.410
C 3.725 -0.301 -1.749 0.252
N 0.150 3.467 2.002 -0.304
C -1.252 -2.666 -4.110 0.242
S 2.733 2.524 0.680 -0.435
F 4.195 0.777 -2.369 -0.282
H -5.549 3.187 2.885 0.214
H -3.618 2.670 -0.904 0.198
F -2.797 0.583 -4.424 -0.291
N -2.408 3.142 0.680 -0.498
C -2.049 -5.013 1.043 0.234
C 4.045 -2.502 -0.883 0.236
C 0.084 -3.468 1.796 0.425
F 1.112 -2.738 2.240 -0.302
C -3.423 3.421 2.813 -0.229
O -0.519 5.365 -1.319 -1.085
C -4.762 2.896 0.908 -0.261
F -2.424 -3.625 -0.770 -0.324
F 1.622 0.651 -1.743 -0.333
H -3.313 3.620 3.870 0.220
C -0.582 -3.109 0.634 -0.550
C -2.301 3.390 1.991 0.178
C -0.260 -4.571 2.564 0.240
F 2.284 -3.686 0.015 -0.322
H -5.709 2.680 0.435 0.219
F -2.480 -1.698 -5.877 -0.288
F 0.428 -4.878 3.667 -0.292
C 4.563 -1.373 -1.488 0.289
H -0.935 3.689 3.717 0.181
F -1.773 0.810 -2.007 -0.332
C -3.595 2.892 0.154 0.067
H 5.416 3.271 1.706 0.227
F -1.692 -6.415 2.909 -0.291
N 0.747 3.952 -3.078 -1.056
C -1.339 -5.353 2.183 0.286
C -0.732 -2.533 -2.833 0.410
F 4.836 -3.556 -0.656 -0.295
C -1.585 -0.374 -2.631 0.411
C -0.955 3.564 2.634 0.030
F -3.100 -5.752 0.668 -0.296
C -1.967 -1.609 -4.651 0.290
Ba -0.026 2.990 -0.616 1.772
C 2.380 3.161 2.227 -0.055
F -1.077 -3.785 -4.817 -0.291
C 2.396 -0.390 -1.366 0.414
S 0.218 5.256 -2.652 1.223
H 4.982 1.676 2.318 0.231
S 3.679 3.398 3.409 0.268
C 5.117 2.720 2.594 -0.764
H 5.915 2.787 3.335 0.214
F -0.036 -3.583 -2.359 -0.317
C -0.889 -1.412 -2.039 -0.553
C 1.833 -1.466 -0.706 -0.551
```